[1]
{"formula": "C24H44AlBeBr5Cl6LiN2O15P2S", "method": "the ωB97M-V functional and the def2-TZVPD basis", "total_charge": 3, "homo_ev": -13.2, "homo_lumo_gap_ev": 1.99, "symbols": ["C", "C", "O", "C", "C", "C", "C", "C", "C", "O", "O", "O", "C", "S", "Br", "C", "O", "C", "C", "O", "C", "C", "O", "C", "O", "O", "P", "O", "O", "C", "Cl", "C", "C", "Cl", "P", "C", "C", "H", "H", "H", "H", "H", "H", "H", "H", "H", "H", "H", "H", "H", "H", "H", "H", "H", "H", "H", "H", "H", "H", "H", "H", "H", "H", "H", "H", "H", "H", "H", "H", "Be", "C", "O", "N", "N", "H", "H", "H", "H", "C", "Br", "Br", "Br", "H", "Br", "Li", "C", "Cl", "Cl", "Cl", "Cl", "O", "H", "H", "C", "O", "H", "H", "H", "H", "O", "H", "Al"], "positions_angstrom": [[3.39, -0.07, 4.12], [2.80, -0.77, 2.89], [2.55, 0.23, 1.93], [1.95, -0.30, 0.76], [1.31, 0.84, -0.06], [2.38, 1.98, 0.13], [1.34, 0.64, -1.60], [0.77, -0.62, -2.24], [1.41, -1.95, -1.90], [2.58, -2.19, -1.92], [0.53, -2.94, -1.52], [0.14, 1.49, 0.46], [-0.88, 0.85, 1.10], [-1.34, -0.79, 0.40], [-0.45, 0.37, 3.00], [-2.12, 1.86, 1.05], [-3.42, 1.33, 1.18], [-4.13, 1.00, 2.36], [-5.59, 0.76, 1.87], [-6.45, 1.87, 2.21], [-7.31, 2.11, 1.14], [-8.30, 1.00, 0.81], [-7.25, 3.11, 0.50], [-3.80, -0.35, 3.10], [-3.97, -1.39, 2.49], [-3.49, -0.26, 4.30], [-4.34, 2.30, 3.80], [-3.00, 2.60, 4.58], [-5.36, 1.80, 4.88], [-1.86, 3.13, 1.80], [-0.37, 3.52, 2.61], [-2.83, 4.01, 1.89], [-4.20, 3.91, 1.25], [-2.69, 5.41, 2.81], [-2.16, 2.52, -0.75], [-1.13, 3.98, -1.07], [-2.47, 1.30, -2.08], [4.44, -0.36, 4.23], [2.81, -0.23, 5.02], [3.34, 1.10, 3.88], [3.48, -1.54, 2.52], [1.87, -1.25, 3.21], [2.79, -0.67, 0.14], [1.32, -1.17, 0.96], [2.24, 2.69, -0.70], [2.21, 2.51, 1.06], [3.39, 1.59, 0.03], [0.84, 1.51, -2.03], [2.41, 0.72, -1.95], [-0.31, -0.74, -2.16], [0.93, -0.52, -3.32], [0.31, -2.84, -0.59], [-2.64, -0.71, 0.09], [-6.01, -0.15, 2.30], [-5.55, 0.59, 0.79], [-9.23, 1.40, 0.43], [-8.41, 0.38, 1.70], [-7.81, 0.37, 0.05], [-3.14, 2.31, 5.50], [-5.42, 0.83, 4.93], [-4.69, 2.96, 1.33], [-4.87, 4.64, 1.73], [-4.17, 4.17, 0.19], [-0.07, 3.83, -0.83], [-1.50, 4.86, -0.55], [-1.16, 4.22, -2.14], [-3.22, 1.70, -2.79], [-2.85, 0.33, -1.78], [-1.58, 1.14, -2.69], [4.14, 1.66, -2.14], [5.36, -4.93, -3.09], [5.98, -4.07, -3.69], [4.31, -4.64, -2.26], [5.67, -6.26, -3.21], [3.79, -5.33, -1.76], [4.06, -3.67, -2.16], [6.43, -6.51, -3.83], [5.17, -6.99, -2.74], [-5.66, 3.76, -4.85], [-7.50, 4.04, -4.29], [-4.44, 3.82, -3.33], [-5.45, 2.15, -5.86], [-5.40, 4.58, -5.50], [3.31, 2.69, 4.66], [-6.26, 5.92, -2.99], [9.39, -4.64, -1.39], [8.48, -3.16, -1.63], [10.88, -4.27, -0.51], [8.41, -5.79, -0.40], [9.75, -5.38, -2.92], [2.39, -2.42, 5.56], [1.66, -3.02, 5.35], [2.19, -2.12, 6.46], [6.88, -5.80, -6.50], [7.48, -6.67, -5.54], [5.94, -6.24, -6.81], [6.68, -4.82, -6.05], [7.53, -5.68, -7.36], [8.31, -6.27, -5.27], [-5.43, 4.11, 4.04], [-4.75, 4.49, 3.50], [8.71, -4.51, 1.66]]}

***

[2]
{"formula": "C24H44BNP2Rh", "method": "the ωB97M-V functional and the def2-TZVPD basis", "s2": 6.0535, "multiplicity": 5, "total_charge": 1, "homo_ev": [-9.6, -9.5], "homo_lumo_gap_ev": [5.23, 3.70], "symbols": ["Rh", "C", "C", "C", "C", "C", "C", "H", "H", "H", "C", "H", "H", "H", "C", "H", "H", "H", "C", "H", "H", "H", "C", "H", "H", "H", "C", "C", "C", "C", "C", "C", "C", "C", "H", "H", "H", "H", "H", "H", "H", "H", "H", "H", "H", "H", "P", "C", "C", "P", "C", "C", "C", "H", "H", "H", "H", "H", "H", "H", "H", "H", "H", "H", "H", "H", "H", "B", "C", "N", "H", "H", "H"], "positions_angstrom": [[-0.16, -0.18, -1.36], [-1.00, -1.59, 2.23], [0.19, -1.69, 1.44], [0.65, -0.39, 3.28], [-0.73, -0.73, 3.31], [1.22, -1.03, 2.16], [-2.28, -2.31, 2.02], [-2.13, -3.24, 1.45], [-3.07, -1.67, 1.58], [-2.62, -2.59, 3.02], [-1.69, -0.38, 4.38], [-2.55, -1.05, 4.46], [-2.08, 0.64, 4.29], [-1.19, -0.43, 5.35], [1.32, 0.28, 4.41], [0.76, 0.18, 5.36], [1.47, 1.35, 4.27], [2.32, -0.13, 4.61], [2.69, -1.15, 2.08], [3.10, -1.48, 3.06], [3.23, -0.19, 1.85], [2.98, -1.90, 1.35], [0.59, -2.89, 0.65], [1.10, -3.56, 1.36], [1.30, -2.72, -0.16], [-0.27, -3.43, 0.25], [-0.97, 1.32, -2.61], [-2.00, 0.26, -2.78], [-1.62, -0.79, -3.93], [-0.08, -1.11, -4.09], [0.81, -0.56, -2.93], [1.69, 0.58, -3.18], [1.27, 1.93, -3.65], [-0.29, 1.99, -3.80], [-2.07, -0.62, -4.93], [0.28, -0.68, -5.06], [-2.10, -1.76, -3.70], [-0.49, 1.41, -4.70], [-1.12, 2.09, -1.82], [-3.00, 0.71, -2.90], [-0.60, 3.06, -4.01], [1.62, 2.76, -2.99], [2.80, 0.55, -3.09], [1.74, 2.26, -4.62], [0.08, -2.20, -4.09], [1.36, -1.43, -2.47], [-2.21, -1.07, -1.28], [-3.41, 0.06, -0.55], [-2.82, -2.85, -1.48], [2.91, 1.24, 0.32], [1.20, 1.38, -0.27], [3.92, 0.01, -0.70], [3.17, 3.08, 0.34], [-2.89, 0.79, 0.11], [-4.09, -0.61, -0.01], [-3.80, 0.52, -1.47], [-1.96, -3.44, -1.77], [-3.67, -2.83, -2.22], [-3.21, -3.26, -0.52], [3.08, 3.41, -0.71], [4.12, 3.30, 0.84], [2.31, 3.45, 0.93], [0.87, 2.39, 0.02], [0.93, 1.50, -1.39], [4.64, -0.43, 0.00], [4.42, 0.60, -1.49], [3.32, -0.82, -1.12], [-1.17, 2.88, 3.26], [-1.28, 2.15, 1.96], [-1.40, 1.63, 0.94], [-0.46, 2.39, 4.13], [-2.31, 3.05, 3.77], [-0.67, 3.99, 3.03]]}

***

[3]
{"formula": "C24H44Br15NO3S2", "method": "the ωB97M-V functional and the def2-TZVPD basis", "smiles": "O=CO[C@@H](Br)CCCSC(=S)N1CCOCC1.BrCCBr.BrCCBr.BrCCBr.BrCCBr.BrCCBr.BrCCBr.BrCCBr", "total_charge": 0, "homo_ev": -8.2, "homo_lumo_gap_ev": 7.71, "symbols": ["O", "C", "O", "C", "Br", "C", "C", "C", "S", "C", "S", "N", "C", "C", "O", "C", "C", "H", "H", "H", "H", "H", "H", "H", "H", "H", "H", "H", "H", "H", "H", "H", "H", "Br", "C", "C", "Br", "H", "H", "H", "H", "Br", "C", "C", "Br", "H", "H", "H", "H", "Br", "C", "C", "Br", "H", "H", "H", "H", "Br", "C", "C", "Br", "H", "H", "H", "H", "Br", "C", "C", "Br", "H", "H", "H", "H", "Br", "C", "C", "Br", "H", "H", "H", "H", "Br", "C", "C", "Br", "H", "H", "H", "H"], "positions_angstrom": [[4.86, 1.05, 4.55], [4.90, 1.13, 3.29], [5.76, 0.20, 2.59], [5.35, 0.13, 1.18], [6.60, 1.31, 0.17], [5.60, -1.41, 0.72], [4.24, -2.18, 0.35], [3.67, -3.12, 1.53], [1.81, -3.31, 1.37], [1.14, -1.62, 1.82], [2.02, -0.70, 2.90], [-0.11, -1.22, 1.14], [0.10, -0.21, 0.07], [0.23, 1.29, 0.66], [-0.85, 1.69, 1.54], [-1.09, 0.72, 2.59], [-1.19, -0.81, 2.09], [4.32, 1.96, 2.74], [4.25, 0.43, 1.08], [6.28, -1.34, -0.21], [6.24, -1.99, 1.51], [3.43, -1.40, 0.09], [4.45, -2.80, -0.59], [4.22, -4.13, 1.43], [3.96, -2.72, 2.57], [-0.87, -0.20, -0.57], [0.98, -0.44, -0.63], [1.28, 1.41, 1.13], [0.20, 1.99, -0.26], [-2.12, 0.98, 3.04], [-0.34, 0.76, 3.46], [-2.18, -0.88, 1.50], [-1.22, -1.52, 2.98], [-6.27, -0.99, 0.67], [-5.58, 0.46, -0.44], [-4.78, -0.07, -1.60], [-3.01, -0.65, -1.03], [-5.01, 1.11, 0.22], [-6.47, 0.99, -0.79], [-4.60, 0.72, -2.33], [-5.25, -0.91, -2.10], [-3.85, 3.37, 1.38], [-5.26, 4.52, 2.07], [-6.22, 3.76, 2.94], [-7.45, 2.69, 1.86], [-5.73, 5.00, 1.21], [-4.74, 5.28, 2.65], [-6.86, 4.44, 3.50], [-5.73, 3.07, 3.63], [2.16, 3.03, -1.71], [2.52, 4.79, -0.96], [2.10, 4.87, 0.49], [0.17, 5.04, 0.66], [2.01, 5.51, -1.60], [3.60, 4.92, -1.06], [2.51, 5.76, 0.96], [2.39, 3.99, 1.07], [1.87, 7.22, -5.58], [2.84, 5.68, -6.26], [3.24, 4.75, -5.14], [4.77, 5.44, -4.15], [3.69, 6.06, -6.82], [2.15, 5.18, -6.95], [3.57, 3.79, -5.54], [2.44, 4.58, -4.42], [-5.98, 0.13, -4.73], [-7.88, 0.07, -4.26], [-8.28, -1.29, -3.75], [-8.46, -2.57, -5.21], [-8.43, 0.38, -5.15], [-8.00, 0.83, -3.49], [-9.26, -1.25, -3.28], [-7.56, -1.71, -3.04], [-4.60, -3.73, -0.77], [-3.18, -5.03, -1.04], [-2.58, -5.47, 0.27], [-1.38, -4.10, 0.97], [-2.45, -4.57, -1.72], [-3.66, -5.87, -1.55], [-1.95, -6.35, 0.13], [-3.32, -5.67, 1.04], [7.81, -4.47, 1.86], [7.73, -6.19, 2.79], [6.31, -6.68, 2.90], [5.35, -5.73, 4.30], [8.22, -6.05, 3.75], [8.33, -6.87, 2.17], [6.29, -7.73, 3.21], [5.74, -6.56, 1.98]]}

***

[4]
{"formula": "C24H44Br2F3N6O2", "method": "the ωB97M-V functional and the def2-TZVPD basis", "s2": 2.0098, "multiplicity": 3, "total_charge": 1, "homo_ev": [-10.7, -11.3], "homo_lumo_gap_ev": [6.71, 7.31], "symbols": ["N", "C", "N", "C", "C", "C", "C", "F", "Br", "C", "F", "F", "Br", "N", "N", "H", "H", "H", "H", "H", "H", "H", "H", "C", "C", "C", "C", "C", "C", "N", "O", "C", "C", "C", "H", "H", "H", "H", "H", "H", "H", "H", "H", "H", "H", "H", "H", "H", "H", "H", "H", "H", "C", "C", "C", "C", "C", "C", "N", "O", "C", "C", "C", "H", "H", "H", "H", "H", "H", "H", "H", "H", "H", "H", "H", "H", "H", "H", "H", "H", "H"], "positions_angstrom": [[3.11, -0.62, 2.06], [2.01, -0.02, 1.50], [0.97, 0.57, 2.47], [-0.06, 1.06, 1.45], [-1.41, 1.74, 2.11], [-2.72, 1.42, 1.17], [-3.64, 0.17, 1.68], [-2.94, -0.84, 2.51], [-5.08, 0.98, 2.89], [-4.46, -0.63, 0.51], [-3.89, -0.51, -0.85], [-4.41, -2.10, 0.86], [-6.43, -0.11, 0.57], [0.34, 0.83, 0.00], [1.58, 0.18, 0.06], [3.10, -1.68, 2.11], [3.92, -0.14, 2.51], [-1.31, 2.90, 2.29], [-1.55, 1.21, 3.17], [-2.38, 1.35, 0.04], [-3.41, 2.39, 1.23], [-0.21, 1.10, -0.85], [2.15, -0.14, -0.77], [-7.24, 0.39, -4.82], [-6.63, 1.26, -3.68], [-7.78, 1.77, -2.76], [-8.63, 2.85, -3.42], [-7.76, 4.00, -3.92], [-6.57, 3.56, -4.81], [-5.82, 2.38, -4.26], [-4.98, 2.86, -3.23], [-7.07, 3.22, -6.24], [-5.67, 4.81, -5.04], [-5.77, 0.24, -2.87], [-7.58, -0.58, -4.44], [-8.12, 0.83, -5.29], [-6.49, 0.18, -5.60], [-7.36, 2.17, -1.83], [-8.42, 0.93, -2.46], [-9.22, 2.43, -4.24], [-9.35, 3.23, -2.69], [-8.40, 4.71, -4.46], [-7.39, 4.54, -3.04], [-6.27, 2.78, -6.84], [-7.41, 4.12, -6.76], [-7.92, 2.54, -6.26], [-5.33, 5.27, -4.10], [-6.21, 5.60, -5.57], [-4.78, 4.56, -5.64], [-4.96, -0.17, -3.49], [-6.37, -0.61, -2.54], [-5.33, 0.67, -1.97], [9.18, -1.07, 3.05], [7.80, -1.49, 3.63], [8.01, -2.26, 4.96], [8.59, -3.65, 4.75], [7.74, -4.46, 3.78], [7.45, -3.73, 2.44], [7.04, -2.29, 2.62], [5.68, -2.28, 3.01], [8.69, -3.79, 1.52], [6.38, -4.58, 1.66], [7.12, -0.12, 3.95], [9.62, -0.25, 3.64], [9.93, -1.86, 3.08], [9.09, -0.71, 2.02], [7.06, -2.35, 5.50], [8.68, -1.69, 5.62], [9.62, -3.60, 4.40], [8.62, -4.18, 5.72], [8.23, -5.42, 3.58], [6.79, -4.70, 4.28], [8.55, -3.17, 0.62], [8.87, -4.82, 1.17], [9.62, -3.49, 2.00], [5.47, -4.74, 2.25], [6.77, -5.57, 1.42], [6.11, -4.10, 0.72], [6.96, 0.47, 3.04], [7.74, 0.48, 4.63], [6.15, -0.23, 4.45]]}

***

[5]
{"formula": "C24H44Cl8N4", "method": "the ωB97M-V functional and the def2-TZVPD basis", "s2": 0.7504, "multiplicity": 2, "total_charge": -1, "homo_ev": [0.6, -8.5], "homo_lumo_gap_ev": [1.55, 10.54], "symbols": ["C", "C", "C", "C", "N", "H", "H", "H", "H", "H", "H", "H", "C", "C", "C", "C", "N", "H", "H", "H", "H", "H", "H", "H", "C", "C", "C", "C", "N", "H", "H", "H", "H", "H", "H", "H", "C", "C", "C", "C", "N", "H", "H", "H", "H", "H", "H", "H", "Cl", "C", "C", "Cl", "H", "H", "H", "H", "Cl", "C", "C", "Cl", "H", "H", "H", "H", "Cl", "C", "C", "Cl", "H", "H", "H", "H", "Cl", "C", "C", "Cl", "H", "H", "H", "H"], "positions_angstrom": [[5.59, 2.24, -0.77], [5.82, 2.35, -2.25], [4.88, 1.41, -3.22], [3.48, 1.85, -2.97], [2.40, 2.16, -2.78], [6.01, 3.14, -0.32], [6.14, 1.36, -0.44], [4.54, 2.14, -0.49], [6.89, 2.39, -2.44], [5.67, 3.41, -2.46], [5.03, 0.35, -3.01], [5.19, 1.46, -4.26], [-3.83, -3.82, 0.38], [-2.90, -4.94, 0.95], [-3.70, -6.24, 1.11], [-4.59, -6.28, 2.27], [-5.29, -6.32, 3.17], [-4.56, -3.52, 1.13], [-4.24, -4.17, -0.56], [-3.37, -2.88, 0.06], [-2.42, -4.69, 1.90], [-2.14, -5.02, 0.17], [-2.90, -6.97, 1.20], [-4.17, -6.39, 0.14], [-0.56, -0.58, 0.15], [0.85, -1.06, 0.38], [1.80, 0.24, 0.36], [3.25, -0.09, 0.39], [4.37, -0.34, 0.37], [-0.62, 0.06, -0.73], [-0.91, 0.04, 0.97], [-1.21, -1.44, -0.01], [1.16, -1.85, -0.31], [0.83, -1.43, 1.41], [1.65, 0.95, 1.17], [1.59, 0.91, -0.47], [-1.59, 2.83, 6.13], [-0.30, 3.62, 6.01], [0.27, 3.75, 4.57], [0.19, 2.41, 3.81], [0.05, 1.44, 3.26], [-1.32, 1.84, 5.78], [-2.40, 3.23, 5.53], [-1.72, 2.80, 7.22], [0.42, 3.27, 6.75], [-0.59, 4.62, 6.33], [1.30, 4.10, 4.62], [-0.28, 4.51, 4.02], [-1.02, 0.18, -6.47], [0.14, 0.21, -5.07], [-0.26, -0.82, -3.99], [-0.41, -2.44, -4.72], [0.09, 1.17, -4.55], [1.19, 0.02, -5.27], [-1.11, -0.50, -3.39], [0.52, -0.96, -3.24], [-3.31, 1.08, -0.56], [-4.97, 0.72, -1.20], [-5.60, -0.19, -0.17], [-7.32, -0.51, -0.60], [-4.97, 0.24, -2.18], [-5.32, 1.75, -1.24], [-5.62, 0.39, 0.75], [-5.10, -1.15, -0.06], [3.37, -4.44, -0.48], [3.98, -3.43, -1.76], [3.66, -3.98, -3.07], [3.77, -2.81, -4.48], [5.03, -3.22, -1.56], [3.42, -2.50, -1.61], [2.63, -4.36, -3.01], [4.35, -4.78, -3.32], [-1.67, 6.20, 0.37], [-1.88, 4.66, 1.16], [-0.98, 3.53, 0.69], [0.67, 3.91, 0.72], [-2.85, 4.27, 0.87], [-1.92, 4.90, 2.22], [-1.21, 3.30, -0.35], [-1.09, 2.70, 1.39]]}